# 1
A 14-piece molecular cluster, H34N4O13S overall at a distorted geometry. Source: the OMol25 dataset; level of theory: ωB97M-V with the def2-TZVPD basis set.

```
52
Properties=species:S:1:pos:R:3:nbo_charge:R:1
N 2.55 3.01 3.82 -0.857
H 2.01 2.37 4.38 0.464
H 3.48 2.69 3.61 0.446
H 2.48 3.91 4.27 0.463
H 2.00 2.94 2.97 0.476
N -1.20 -0.36 -5.63 -0.853
H -2.05 -0.10 -6.12 0.458
H -1.32 0.05 -4.71 0.476
H -0.40 0.09 -6.04 0.460
H -1.16 -1.35 -5.45 0.454
N 0.71 -5.07 0.58 -0.853
H 0.44 -4.10 0.68 0.480
H 1.70 -5.17 0.44 0.449
H 0.39 -5.58 -0.23 0.460
H 0.36 -5.57 1.39 0.459
N 5.40 -1.01 -0.04 -0.853
H 5.32 -1.98 0.21 0.445
H 5.96 -0.88 -0.87 0.466
H 5.72 -0.54 0.79 0.458
H 4.45 -0.82 -0.34 0.479
S 0.04 0.27 -0.38 2.645
O 1.10 -0.55 -0.86 -1.176
O -0.63 -0.43 0.62 -1.145
O 0.60 1.56 0.13 -1.164
O -0.97 0.58 -1.38 -1.137
O 2.27 -3.74 -3.46 -0.948
H 2.10 -2.99 -2.88 0.478
H 1.49 -3.79 -4.01 0.470
O 2.98 4.47 -1.53 -0.928
H 2.51 3.83 -1.00 0.479
H 3.90 4.38 -1.27 0.450
O -3.79 -3.40 -2.52 -0.930
H -3.60 -2.91 -1.73 0.480
H -3.08 -4.03 -2.59 0.450
O 0.76 -1.14 4.60 -0.939
H 1.48 -1.78 4.62 0.456
H 0.36 -1.28 3.74 0.482
O -4.28 -2.03 2.02 -0.935
H -4.33 -2.89 2.45 0.464
H -3.35 -1.83 1.99 0.471
O -3.61 1.51 4.48 -0.937
H -3.12 2.15 3.96 0.471
H -3.47 0.68 4.02 0.466
O -4.86 1.24 -0.49 -0.946
H -3.98 1.28 -0.86 0.476
H -4.88 0.41 -0.01 0.470
O -1.45 4.82 2.27 -0.934
H -0.92 4.32 1.66 0.476
H -0.89 5.56 2.53 0.459
O -1.43 4.63 -2.57 -0.943
H -1.55 3.73 -2.26 0.478
H -2.25 4.85 -3.01 0.464
```

The strongest force on any atom is 7.120 eV/Å. As for the charge: +2. The frontier orbital gap comes out at 0.14271 hartree. The LUMO energy is -0.239 Eh.

# 2
A 17-piece molecular cluster, H34O17 overall at a distorted geometry. Source: the OMol25 dataset; level of theory: ωB97M-V with the def2-TZVPD basis set.

```
51
Properties=species:S:1:pos:R:3:nbo_charge:R:1
O 0.65 0.48 2.38 -0.981
H 1.56 0.43 2.08 0.502
H 0.71 1.14 3.07 0.488
O 2.83 0.81 -1.34 -0.936
H 3.73 0.50 -1.30 0.461
H 2.38 0.03 -1.57 0.475
O -2.81 2.59 -0.85 -0.976
H -2.90 3.53 -1.16 0.481
H -1.93 2.36 -1.06 0.484
O -0.32 1.76 -1.97 -0.910
H -0.07 2.59 -2.31 0.490
H -0.96 1.49 -2.55 0.461
O -1.74 -2.48 -2.75 -0.946
H -1.11 -2.62 -2.04 0.482
H -2.58 -2.49 -2.28 0.458
O 3.10 -2.11 -0.46 -1.006
H 2.35 -2.53 -0.85 0.483
H 2.89 -1.27 0.00 0.476
O 0.90 -3.06 -1.48 -0.951
H 0.73 -2.17 -1.06 0.498
H 0.90 -2.89 -2.42 0.486
O 1.05 -2.49 1.51 -0.952
H 0.61 -2.61 2.37 0.467
H 0.78 -1.69 1.16 0.471
O 3.18 -0.01 1.34 -0.960
H 4.07 0.29 1.17 0.498
H 3.25 -0.53 2.15 0.498
O -2.43 1.47 1.67 -0.989
H -2.96 2.23 1.84 0.479
H -2.62 1.25 0.74 0.527
O -1.72 -1.10 2.84 -0.967
H -2.33 -0.45 2.55 0.487
H -0.91 -0.57 2.77 0.499
O -2.38 -0.14 -0.58 -1.002
H -2.61 -1.02 -0.29 0.510
H -2.59 -0.02 -1.54 0.497
O 0.20 -0.39 -0.09 -1.027
H 0.31 0.20 0.65 0.493
H -0.71 -0.27 -0.39 0.496
O 0.60 -0.44 -3.35 -0.989
H 1.51 -0.36 -3.59 0.477
H 0.27 0.25 -2.73 0.492
O 2.53 2.92 0.73 -0.948
H 1.64 2.74 0.84 0.475
H 2.84 2.01 0.83 0.461
O -0.25 3.12 0.95 -0.971
H -0.28 3.52 1.82 0.459
H -1.12 2.63 1.13 0.490
O -2.73 -2.30 0.76 -0.973
H -2.06 -1.90 1.32 0.504
H -3.48 -2.43 1.32 0.481
```

The strongest force on any atom is 4.292 eV/Å. As for the charge: 0. The frontier orbital gap comes out at 0.36011 hartree. The LUMO energy is -0.006 Eh.

What highest occupied orbital energy values result from the calculations? In sequence: -10.38; -9.96 eV.
What relative energy (zero: lowest compared OMol25 entry of this formula, charge and spin) values result from the calculations? In sequence: 105.9; 51.4 kcal per mole.